[1]
Formula: C19H37BBeBrF7N7O12PS2
Source: OMol25
Level of theory: the ωB97M-V functional and the def2-TZVPD basis

```
88
Properties=species:S:1:pos:R:3:forces:R:3:mulliken_charge:R:1
C 8.1683 -3.0383 -5.6249 1.4 0.2 -0.4 -0.8652
N 7.6179 -3.6975 -6.8401 -2.4 -0.7 2.0 -0.0838
C 8.1632 -5.0687 -7.0139 1.1 -0.6 -0.7 -1.0016
B 6.1715 -3.6480 -6.9213 0.4 -0.4 -1.9 0.7058
O 5.5203 -4.3150 -7.9962 0.6 1.2 0.8 -0.5063
C 5.2191 -2.8406 -5.8906 -1.3 1.5 1.4 -0.0163
C 5.3566 -1.4042 -5.6982 -0.3 -2.5 -0.1 -0.4380
N 4.5592 -0.6755 -4.8082 -1.4 -0.8 1.0 0.2510
P 4.8460 1.0750 -4.6272 2.7 4.2 -2.6 0.5463
N 5.6625 1.5629 -5.8719 -0.3 -1.2 1.4 -0.7663
O 3.4220 1.9055 -4.6010 1.4 -2.7 0.7 -0.3233
O 5.7688 1.4017 -3.2737 -3.1 -0.5 -0.6 -0.4607
C 3.5497 -1.2800 -4.0538 -0.3 -2.5 -0.1 0.5136
N 2.7263 -0.5252 -3.1854 1.9 -1.0 -0.8 -0.3447
C 3.3504 -2.7326 -4.1795 1.4 0.1 -1.6 -0.8840
C 4.1630 -3.5321 -5.1104 -0.4 2.8 1.5 0.1812
C 3.8463 -5.0456 -5.1490 0.1 -0.1 -0.3 0.3506
O 3.9689 -5.7693 -6.0723 0.2 0.6 0.1 -0.3330
O 3.3005 -5.5858 -3.9244 1.1 1.3 0.0 -0.1951
F 1.9773 -5.8410 -4.2653 -0.9 -0.3 -0.2 -0.1228
H 9.2417 -3.3583 -5.5317 -1.0 0.4 0.0 0.3427
H 7.6621 -3.3239 -4.6665 0.3 0.3 -0.8 0.2836
H 8.1869 -1.9242 -5.7992 -0.1 -1.1 0.5 0.2950
H 9.2162 -4.9539 -7.4052 -1.0 -0.4 0.7 0.3523
H 8.1463 -5.6538 -6.0467 0.2 0.7 -0.9 0.2955
H 7.6142 -5.6884 -7.7647 0.2 0.9 0.6 0.3414
H 5.2002 -3.6662 -8.6500 -0.1 -0.6 0.3 0.3117
H 6.1278 -0.8583 -6.2932 -1.0 -0.1 0.9 0.8052
H 6.5403 1.9849 -5.5411 -0.4 -0.2 -0.5 0.2509
H 2.8347 1.4938 -5.2693 -0.2 0.5 0.3 0.3134
H 5.3668 2.2068 -2.8716 0.4 -0.5 0.1 0.3425
H 3.3068 -0.0388 -2.4974 -0.6 0.2 -0.1 0.2355
H 2.0250 -1.1125 -2.7358 0.2 0.3 -0.1 0.2710
H 2.5743 -3.2571 -3.5674 0.8 0.8 -0.6 0.3539
C -3.2246 2.1516 -0.1898 0.0 0.0 1.4 0.8354
F -4.5350 1.8660 -0.1534 0.3 0.0 -0.4 -0.2413
F -3.0199 3.1480 0.6916 0.0 -0.1 -0.4 -0.2579
F -2.5776 1.0723 0.3152 -0.1 0.0 -0.2 -0.2771
S -2.6593 2.5866 -1.8741 -1.5 -0.1 -0.7 0.9496
O -3.4300 3.7505 -2.2122 0.6 -0.1 0.4 -0.6086
O -2.9377 1.4142 -2.6613 0.6 0.1 0.5 -0.6181
N -1.1324 2.8395 -1.5158 -0.4 -0.1 -0.7 -0.2159
S -0.2444 3.2638 -2.7711 1.0 0.6 -1.6 0.9654
O -0.4992 4.5707 -3.3053 -0.2 -0.3 0.6 -0.6055
O -0.0017 2.2349 -3.7520 -0.2 -0.2 0.7 -0.5988
C 1.3472 3.4284 -1.8894 1.1 0.4 1.3 0.6710
F 1.7286 2.2675 -1.3025 -0.2 -0.1 -0.3 -0.2519
F 1.2970 4.3406 -0.9059 -0.3 -0.2 -0.4 -0.2284
F 2.3395 3.7961 -2.7083 -0.6 -0.2 -0.1 -0.2110
C -4.9066 -0.0298 3.1367 1.7 -1.5 0.9 -0.8496
C -4.7273 -0.2372 4.6342 0.3 0.0 0.0 -1.1641
N -3.4946 -1.0446 5.0166 0.0 -0.8 -0.2 0.1033
C -3.6180 -2.4277 4.3850 0.1 0.4 0.1 -1.0006
C -3.4940 -1.3040 6.5207 0.6 0.6 -0.2 -0.1290
C -3.3444 -0.0902 7.4189 0.1 0.0 0.1 -1.3802
C -2.1718 -0.4589 4.4952 -0.2 0.3 0.1 -0.7770
C -1.8677 0.9980 4.8256 0.0 0.3 -0.2 -0.4725
O -2.8625 1.8534 4.3006 0.1 -0.4 0.2 -0.1213
C -2.9792 3.0999 4.9960 -0.3 0.2 -0.1 -0.8427
H -5.1064 -0.9671 2.6162 -0.6 0.2 -0.1 0.5140
H -5.8231 0.6608 2.9003 -0.1 0.2 -0.6 0.2252
H -4.0454 0.4537 2.6731 -0.4 0.8 0.0 0.4099
H -5.5878 -0.7843 5.0286 0.1 -0.2 0.0 0.2358
H -4.6867 0.7124 5.1554 0.3 -0.1 -0.1 0.8653
H -4.5744 -2.8585 4.6818 0.1 0.0 0.0 0.3799
H -2.7947 -3.0431 4.7459 -0.1 0.0 0.0 0.4345
H -3.5552 -2.3350 3.3031 0.0 0.0 0.1 0.4770
H -2.6899 -2.0133 6.7237 -0.2 -0.1 -0.1 0.3889
H -4.4691 -1.8097 6.7473 1.0 -0.2 -0.6 0.2511
H -2.2954 0.1706 7.5526 -0.1 0.0 0.0 0.3578
H -3.7108 -0.3403 8.4201 -0.1 -0.1 -0.1 0.4677
H -3.8967 0.7869 7.0819 0.0 0.0 0.0 0.3728
H -2.2020 -0.5756 3.4098 -0.1 -0.1 0.1 0.5520
H -1.3804 -1.1018 4.8852 -0.1 0.0 0.0 0.4114
H -0.9161 1.2561 4.3451 0.1 -0.3 0.1 0.4297
H -1.7251 1.1504 5.8934 -0.1 0.0 0.0 0.3035
H -2.1306 3.2980 5.6528 0.0 -0.1 -0.1 0.3963
H -3.8996 3.0824 5.5861 0.0 0.1 0.1 0.2595
H -3.0558 3.8993 4.2596 0.1 -0.1 0.0 0.2705
C -7.1314 5.1089 5.2981 0.0 -0.1 -0.3 -0.6000
N -6.7998 4.6529 6.6760 -0.1 0.1 0.1 0.8724
O -6.1873 3.5947 6.7893 -0.1 0.0 0.0 -0.5286
O -7.1571 5.3574 7.5862 0.2 -0.3 -0.1 -0.4854
H -6.7486 4.3790 4.5885 0.0 0.1 0.1 0.1350
H -8.2146 5.1850 5.2281 0.1 0.1 0.1 0.2987
H -6.6585 6.0771 5.1483 -0.1 0.0 0.1 0.2945
Br -6.9160 1.4686 3.9144 -0.8 0.6 0.0 0.0300
Be -6.0265 -1.3513 7.3611 -1.4 0.2 0.6 0.3052
```
Positions in Å, forces in eV/Å.

Output
Net charge: +2
LUMO, eV: -10.8160
E_HOMO, eV: -12.53


[2]
Formula: C19H37BF3O14
Source: OMol25
Level of theory: the ωB97M-V functional and the def2-TZVPD basis

```
74
Properties=species:S:1:pos:R:3:forces:R:3:mulliken_charge:R:1
F 1.3778 1.8791 -0.2097 -0.1 0.1 0.0 -0.3101
C 1.9228 1.1572 0.7793 0.1 -0.1 -0.2 0.6487
F 3.0383 0.5846 0.2533 0.0 0.0 0.1 -0.2904
F 1.0563 0.1219 0.9999 0.1 0.0 0.2 -0.2920
C 2.2205 1.9429 2.0343 0.0 0.1 0.0 0.2548
C 0.9329 2.3259 2.8438 -0.1 0.1 0.0 -0.4310
O 0.9493 3.7158 2.8941 -0.1 0.1 0.2 -0.7441
B 2.3994 4.0392 2.8433 0.3 0.0 0.1 1.0670
O 2.8454 3.1316 1.7054 0.1 0.0 0.2 -0.8342
H 2.8759 1.3062 2.6518 -0.1 -0.1 0.0 -0.0034
H 0.0077 1.9693 2.3761 0.1 0.0 0.0 0.2170
H 1.0124 1.8870 3.8500 0.0 0.0 -0.1 0.2456
H 2.9608 3.6307 3.8948 -0.1 0.1 -0.1 -0.3515
H 2.6354 5.2213 2.6548 -0.1 -0.1 -0.2 -0.2682
C 3.4331 -6.1617 -3.1253 0.0 0.1 0.0 -1.1090
C 4.3888 -5.2347 -2.4066 0.1 -0.1 0.0 -0.2104
O 4.0620 -3.8533 -2.6291 -0.1 0.0 0.0 -0.3854
C 3.0434 -3.3849 -1.8942 0.0 0.0 0.0 0.7852
O 2.4243 -4.0167 -1.0756 0.0 0.0 0.0 -0.5715
O 2.8375 -2.1217 -2.2350 0.0 0.0 0.0 -0.3387
C 1.7285 -1.4946 -1.5671 -0.1 0.1 -0.1 -0.6869
H 3.4003 -5.9233 -4.1893 0.0 0.0 0.0 0.2727
H 3.7640 -7.1949 -3.0121 0.0 0.0 0.0 0.3887
H 2.4286 -6.0733 -2.7146 0.0 0.0 0.0 0.2961
H 5.4008 -5.3359 -2.7947 0.0 0.0 0.0 0.3134
H 4.4037 -5.4311 -1.3352 0.0 0.0 0.0 0.3268
H 1.8128 -1.6019 -0.4921 0.0 -0.1 0.0 0.2977
H 0.7965 -1.9318 -1.9265 0.0 -0.1 0.0 0.4081
H 1.7638 -0.4428 -1.8289 0.1 0.0 0.0 0.2212
C -1.0609 -3.3726 0.1631 0.0 -0.2 0.1 -0.9607
C -2.0372 -2.3357 -0.3362 0.1 0.1 0.0 -0.1668
O -3.4028 -2.8104 -0.2957 0.0 0.0 0.0 -0.3524
C -3.9805 -2.7942 0.8988 -0.1 0.1 0.0 0.7470
O -3.4993 -2.4043 1.9304 0.0 -0.1 0.0 -0.5529
O -5.2251 -3.2754 0.7664 0.0 0.0 0.0 -0.3461
C -5.9621 -3.3288 1.9892 0.0 0.0 0.0 -0.6315
H -1.1762 -4.3107 -0.3822 0.0 0.0 -0.1 0.2967
H -0.0385 -3.0249 0.0238 0.0 0.0 0.0 0.1994
H -1.2078 -3.5725 1.2237 0.0 0.1 0.0 0.3561
H -1.8744 -2.1121 -1.3890 0.0 0.0 0.0 0.2885
H -1.9607 -1.4085 0.2307 0.0 0.0 0.1 0.3231
H -5.9632 -2.3588 2.4823 0.0 0.0 0.0 0.3006
H -5.5335 -4.0712 2.6613 0.0 0.0 0.0 0.2874
H -6.9715 -3.6143 1.7077 0.0 0.0 0.0 0.2111
C -0.8601 0.3318 -8.9200 0.0 -0.1 0.0 -1.0786
C -1.1189 0.5191 -7.4414 -0.1 0.1 0.0 -0.1990
O -0.6838 -0.6158 -6.6724 0.1 0.0 0.0 -0.3586
C 0.6304 -0.6739 -6.4403 0.0 0.1 0.1 0.7625
O 1.4469 0.1361 -6.7980 0.0 -0.1 0.0 -0.5609
O 0.8783 -1.7713 -5.7317 0.0 0.0 0.0 -0.3483
C 2.2578 -1.9621 -5.3857 0.0 -0.1 0.0 -0.4988
H -1.3207 -0.5919 -9.2723 0.0 0.0 0.0 0.2873
H -1.2862 1.1670 -9.4773 0.0 0.0 0.0 0.3495
H 0.2089 0.2910 -9.1222 0.0 0.0 0.0 0.3095
H -2.1853 0.5871 -7.2347 0.0 0.0 0.0 0.2907
H -0.6317 1.4163 -7.0617 0.0 0.0 0.0 0.3205
H 2.6544 -1.0868 -4.8784 0.0 0.0 0.0 0.3175
H 2.8444 -2.1704 -6.2795 0.0 0.1 0.0 0.3820
H 2.2773 -2.8162 -4.7177 0.0 0.0 0.0 0.0096
C -2.2515 4.8443 8.7798 0.0 0.1 0.0 -1.0785
C -3.0047 4.4105 7.5410 -0.1 -0.1 0.0 -0.1879
O -2.9336 5.3930 6.4961 0.1 0.0 0.1 -0.3858
C -1.7749 5.3938 5.8172 0.1 0.2 -0.6 0.7690
O -0.8474 4.6522 5.9873 -0.1 -0.2 0.5 -0.5231
O -1.8216 6.3439 4.8863 0.0 -0.1 0.2 -0.3721
C -0.6184 6.3974 4.0797 0.0 0.0 -0.1 -0.3030
H -2.6090 5.8170 9.1208 0.0 0.0 0.0 0.2819
H -2.4034 4.1175 9.5793 0.0 0.0 0.0 0.3413
H -1.1848 4.9133 8.5735 0.0 0.0 0.0 0.3183
H -4.0702 4.3108 7.7441 0.0 0.0 0.0 0.2908
H -2.6286 3.4596 7.1645 0.0 0.0 0.0 0.3115
H -0.3667 5.4158 3.6788 0.0 0.0 0.0 0.1417
H 0.2159 6.7532 4.6812 0.0 0.0 0.0 0.2640
H -0.8419 7.1024 3.2847 0.0 0.0 0.0 0.2312
```
Positions in Å, forces in eV/Å.

Output
Net charge: -1
LUMO, eV: 2.2039
E_HOMO, eV: -4.66


[3]
Formula: C19H37CuN2P
Source: OMol25
Level of theory: the ωB97M-V functional and the def2-TZVPD basis

```
60
Properties=species:S:1:pos:R:3:forces:R:3:lowdin_spin:R:1
C -3.2291 1.6913 -2.3185 1.0 -0.6 -0.5 -0.0008
C -3.6853 0.7240 -1.3760 -0.3 0.2 -0.9 -0.0001
C -3.2567 -0.5353 -1.8261 0.0 -0.6 0.0 0.0002
C -2.4121 -0.3714 -2.9524 -0.6 1.6 -0.3 0.0001
C -2.3867 1.0318 -3.2742 -1.1 -1.0 1.0 0.0031
Cu -0.9589 2.6247 -0.3495 0.9 -2.3 -1.1 -0.0425
N 0.9635 3.2060 -2.7638 -2.5 1.7 0.6 1.0701
C -2.8600 3.1410 0.4575 -1.5 -0.2 -1.6 -0.0099
C -3.3188 2.3697 1.4858 2.6 0.9 0.5 -0.0007
H -3.5982 -1.5082 -1.4265 0.5 0.6 0.0 0.0000
H -4.2286 0.9438 -0.4621 -0.2 -0.2 -0.4 0.0000
H -1.8969 -1.1405 -3.5086 0.0 -0.2 0.0 0.0000
H -1.8616 1.5203 -4.0824 0.1 -0.1 0.0 0.0014
H -3.4905 2.7449 -2.3861 0.1 -0.1 0.1 -0.0003
H -4.0886 1.5444 1.4160 1.1 1.4 0.1 -0.0002
H -2.1007 3.9496 0.3627 0.4 0.0 1.6 -0.0094
H 0.0106 3.8283 -2.8262 2.2 -1.5 -0.1 0.0187
H -2.6012 2.4705 2.4138 -1.9 -0.6 -1.4 0.0000
H -3.2115 3.2034 -0.6113 -0.8 -0.9 1.5 -0.0010
C 2.2282 1.9407 0.4595 0.0 -0.2 0.4 -0.0076
C 1.7097 0.7861 1.3592 1.3 -0.9 -0.2 -0.0006
C 2.9333 0.1456 2.0576 0.1 0.4 0.5 -0.0005
C 0.7495 1.3541 2.3990 0.3 0.2 0.1 -0.0003
P 0.7128 -0.3763 0.2580 -4.5 4.0 -2.6 -0.0012
N -0.4420 0.5660 -0.4246 2.9 -1.4 1.5 -0.0046
C 1.9016 -1.2877 -0.8994 0.2 -0.3 0.1 0.0001
C 2.7410 -2.3849 -0.2127 0.1 0.0 -0.4 0.0000
C 1.0943 -1.9104 -2.0600 0.1 0.2 0.0 -0.0001
C 2.8786 -0.2840 -1.5453 -0.1 -0.1 0.0 -0.0002
C -0.2531 -1.6837 1.2251 0.7 -0.3 0.3 -0.0005
C -0.7197 -2.8340 0.3091 0.0 0.1 0.1 -0.0001
C 0.5589 -2.2770 2.3817 -0.4 -0.4 0.2 -0.0002
C -1.5129 -0.9866 1.7440 -0.2 0.0 -0.1 0.0000
H 2.4323 2.8036 1.0975 0.1 0.1 0.1 -0.0011
H 1.4759 2.2363 -0.2682 0.0 0.0 -0.3 -0.0110
H 3.1557 1.7053 -0.0820 -0.4 0.1 0.3 -0.0002
H 3.3674 0.9118 2.7268 0.0 -0.2 -0.1 -0.0001
H 2.6771 -0.7198 2.6869 0.1 0.2 -0.2 -0.0001
H 3.7376 -0.1546 1.3638 -0.4 0.2 0.2 0.0000
H -0.1376 1.7759 1.9275 0.0 -0.2 -0.1 -0.0002
H 0.4460 0.6110 3.1336 0.0 0.0 0.1 0.0000
H 1.2558 2.1674 2.9197 0.1 0.1 0.2 -0.0001
H 2.1545 -3.2578 0.0826 0.0 0.1 0.0 0.0000
H 3.4817 -2.7262 -0.9506 0.0 -0.1 0.1 0.0000
H 3.2949 -2.0169 0.6542 -0.1 -0.1 -0.1 0.0000
H 0.3465 -1.1971 -2.4301 0.1 -0.1 0.1 0.0000
H 1.8013 -2.1399 -2.8688 -0.1 0.0 0.0 0.0000
H 0.5995 -2.8429 -1.7772 0.1 0.2 -0.1 0.0000
H 2.3499 0.5763 -1.9735 0.1 0.0 0.2 0.0006
H 3.6497 0.0459 -0.8417 -0.2 0.0 -0.1 0.0000
H 3.3967 -0.8034 -2.3629 0.0 0.0 0.0 0.0000
H 0.1024 -3.4925 0.0025 -0.2 0.2 0.1 0.0000
H -1.4332 -3.4456 0.8800 0.0 0.0 0.0 0.0000
H -1.2443 -2.4437 -0.5704 0.1 0.0 0.1 -0.0001
H 0.7811 -1.5407 3.1594 0.0 -0.1 -0.1 0.0000
H -0.0526 -3.0695 2.8398 0.1 0.0 0.1 -0.0001
H 1.4924 -2.7406 2.0440 -0.1 0.1 0.1 0.0000
H -1.2904 -0.1942 2.4611 -0.1 -0.1 -0.1 0.0000
H -2.0407 -0.5320 0.8980 0.1 0.0 0.0 -0.0001
H -2.1689 -1.7222 2.2247 0.0 -0.1 0.1 0.0000
```
Positions in Å, forces in eV/Å.

Output
Multiplicity: 2
Net charge: -2
LUMO (alpha / beta), eV: 4.7425 / 4.7459
E_HOMO (alpha / beta), eV: 0.27 / 1.01
⟨S²⟩: 0.798


The highest net charge belongs to which entry? C19H37BBeBrF7N7O12PS2